Record 1
# C4H8NO2

A molecular structure, C4H8NO2 (wB97M-V/def2-TZVPD, the Open Molecules 2025 dataset).

```
15
C4H8NO2 (wB97M-V/def2-TZVPD)
C 0.51 -0.54 0.13
C 1.93 0.82 0.11
O 0.39 -1.18 -1.07
H 1.74 1.67 -0.42
O -1.64 -1.06 0.57
C -0.71 -0.06 0.68
H 2.62 -1.17 0.78
H -1.31 -1.66 -0.14
H 1.03 -1.97 -1.12
N -1.35 1.12 -0.34
H -1.20 2.09 -0.01
C 1.92 -0.38 0.60
H -0.72 0.41 1.70
H -0.90 1.00 -1.29
H -2.32 0.91 -0.17
```

Calculated values
* total charge: +1
* LUMO: -3.44 eV
* HOMO level: -0.468 hartree
* ΔE to the lowest compared entry with this formula, charge and spin: 112.1 kcal per mole
* HOMO-LUMO gap: 0.3417 Eh
* molar mass: 102.11 g/mol
* 2S+1: 1

These are the natural (NBO) partial charges, in e, on atoms 1 to 5:
1. C 0.15
2. C -0.09
3. O -0.71
4. H 0.24
5. O -0.66

***

Record 2
# C17H21N3O4

C17H21N3O4 in the gas phase (wB97M-V/def2-TZVPD, the Open Molecules 2025 dataset).

```
45
C17H21N3O4 (wB97M-V/def2-TZVPD)
C -1.35 0.96 0.77
H -3.36 -1.56 -1.90
C 2.26 -2.22 -0.90
O -1.99 2.16 0.87
C 0.25 -2.97 0.40
H 0.64 -1.04 -1.77
H -2.13 4.11 0.54
C -1.65 -1.40 0.31
H 1.99 0.11 3.22
C 0.01 0.74 1.06
C 2.40 1.11 3.11
C 2.12 1.68 1.72
H 4.40 0.12 -2.90
C 3.79 -0.57 -2.33
N 2.48 -0.38 -2.38
H 2.62 1.07 0.94
H -0.55 4.23 -1.37
H 5.39 -1.84 -1.61
H -4.47 -0.23 -2.24
O 0.74 1.82 1.45
O -0.34 -3.96 0.78
H 2.51 2.70 1.65
N 1.52 -3.09 -0.13
H -5.38 -0.35 0.06
C -0.29 -1.60 0.53
O -3.48 0.20 0.22
H 3.47 1.08 3.29
C 1.71 -1.19 -1.69
H 1.99 -3.97 0.06
H 1.93 1.75 3.86
C -1.36 3.35 0.42
H -5.10 -1.85 -1.90
H -0.12 2.53 -1.16
C -0.92 3.26 -1.04
N 3.57 -2.44 -0.91
C -4.33 -1.13 -1.65
C 0.52 -0.55 0.92
H 1.56 -0.74 1.15
H -4.29 -1.69 0.45
C -4.41 -0.79 -0.16
C 4.33 -1.62 -1.62
C -2.18 -0.12 0.42
H -1.76 2.97 -1.66
H -2.25 -2.25 0.05
H -0.50 3.60 1.06
```

Calculated values
* total charge: 0
* LUMO: 0.42 eV
* HOMO level: -0.302 hartree
* ΔE to the lowest compared entry with this formula, charge and spin: 77.1 kcal per mole
* structure (SMILES): CCOc1cc(C(=O)Nc2cnccn2)cc(OCC)c1OCC
* HOMO-LUMO gap: 0.3179 Eh
* molar mass: 331.37 g/mol
* 2S+1: 1

These are the natural (NBO) partial charges, in e, on atoms 1 to 5:
1. C 0.22
2. H 0.21
3. C 0.33
4. O -0.49
5. C 0.67

***

Record 3
# C5H6N3O5S

A molecular structure, C5H6N3O5S (wB97M-V/def2-TZVPD, the Open Molecules 2025 dataset).

```
20
C5H6N3O5S (wB97M-V/def2-TZVPD)
N 1.24 -0.93 -0.18
H -0.73 0.38 3.04
H 0.78 1.81 0.83
O 0.28 -2.90 -2.70
H -2.54 0.12 1.58
O -0.14 1.96 -1.91
H -0.60 2.34 1.96
H -1.58 -0.89 0.63
C -0.38 0.32 2.06
O 2.77 0.48 -1.11
C 1.85 -0.28 -1.17
H 0.43 -0.49 2.10
O 1.52 -0.99 -2.37
C -1.51 -0.08 1.18
O -1.09 -0.22 -1.88
N 0.68 -2.03 -0.58
C 0.75 -2.06 -1.97
C -0.19 1.61 1.27
S -0.31 0.72 -1.14
N -1.22 1.13 0.34
```

Calculated values
* total charge: -1
* LUMO (alpha / beta): 2.34 / 2.34 eV
* HOMO level (alpha / beta): -0.176 / -0.175 hartree
* ΔE to the lowest compared entry with this formula, charge and spin: 31.5 kcal per mole
* HOMO-LUMO gap (alpha / beta): 0.2617 / 0.2613 Eh
* molar mass: 220.19 g/mol
* 2S+1: 1

These are the natural (NBO) partial charges, in e, on atoms 1 to 5:
1. N -0.25
2. H 0.19
3. H 0.22
4. O -0.58
5. H 0.17

***

Record 4
# C25H34F9N9O

7 unconnected molecules or ions with the total composition C25H34F9N9O (wB97M-V/def2-TZVPD, the Open Molecules 2025 dataset).

```
78
C25H34F9N9O (wB97M-V/def2-TZVPD)
H 2.74 2.41 1.86
C -4.88 -6.31 -5.17
H -5.76 -6.12 -4.57
C 2.30 3.17 -0.11
C 2.87 0.44 -3.22
F -2.04 5.20 1.83
N -3.44 -7.17 -2.30
F 2.12 5.10 3.84
H 3.74 2.57 -1.40
C -3.31 -3.58 1.80
H 4.54 3.53 1.26
H -1.53 -0.71 2.17
O 0.96 2.80 4.51
H -2.37 0.80 1.77
C -0.18 1.41 0.25
H -0.67 1.60 2.65
H -0.60 -8.37 -1.72
H -4.30 -4.38 0.14
N -2.99 -4.63 -4.55
C -0.52 6.29 3.30
H -5.13 -6.23 -6.22
H 0.12 3.85 1.72
H 3.42 -3.53 2.02
N -3.22 -2.77 2.61
H 1.96 -2.84 2.75
H -0.87 2.27 0.35
F 2.77 5.31 1.79
H -2.52 -4.47 0.07
C 0.80 2.68 3.33
N 0.34 1.47 2.70
N -0.87 -0.75 -0.66
C 1.85 2.72 1.28
C 2.84 -2.62 2.14
H -0.14 -0.50 -1.33
C 1.08 3.68 2.21
H -0.41 -6.59 -1.71
H 3.57 -1.07 -4.48
C 1.69 5.03 2.57
F -2.86 6.32 3.49
C -1.89 6.30 2.58
F -0.46 7.41 4.04
H -1.61 -1.31 -2.50
F 1.43 7.36 2.50
H 0.29 1.48 -0.72
C -2.37 -7.28 -1.89
C 0.73 6.23 2.34
C -1.48 -3.38 -2.10
H 4.83 -0.19 -3.58
H -4.52 -7.31 -4.95
C 2.43 -2.12 0.84
C -3.84 -5.35 -4.83
C -2.15 -2.24 -2.70
F 0.30 6.19 1.06
C 0.91 1.47 1.33
N 2.08 0.85 -2.49
C -0.98 0.13 0.25
C 3.88 -0.09 -4.12
H 4.89 4.38 -0.27
H -1.04 -7.43 -0.28
H -3.43 -5.57 1.12
C -3.39 -4.55 0.72
C 4.72 3.40 0.19
H 2.24 4.26 -0.20
H -2.22 -2.41 -3.77
F -2.01 7.38 1.80
H 1.55 0.60 1.17
H 4.02 0.58 -4.96
C -1.97 -0.13 1.36
H 5.65 2.83 0.09
H 1.64 2.76 -0.86
N 3.62 2.65 -0.40
C -1.02 -7.43 -1.37
H -2.80 -0.71 0.96
F -0.52 5.24 4.13
H 3.45 -1.88 2.65
H -3.15 -2.16 -2.29
N 2.10 -1.70 -0.18
N -0.99 -4.31 -1.64
```

Calculated values
* total charge: 0
* LUMO: 0.51 eV
* HOMO level: -0.323 hartree
* structure (SMILES): [H]/N=C(/C)C[C@@H]1NC(=O)[C@@H](C(F)(F)C(F)(F)C(F)(F)C(F)(F)F)[C@@H]1CNC.CC#N.CC#N.CC#N.CC#N.CC#N.CC#N
* HOMO-LUMO gap: 0.3418 Eh
* molar mass: 647.59 g/mol
* 2S+1: 1

These are the Mulliken partial charges, in e, on atoms 1 to 5:
1. H 0.61
2. C -0.87
3. H 0.25
4. C -0.83
5. C 0.45

***

Record 5
# C19H16N4O3Pt

A molecular structure, C19H16N4O3Pt (wB97M-V/def2-TZVPD, the Open Molecules 2025 dataset).

```
43
C19H16N4O3Pt (wB97M-V/def2-TZVPD)
C 2.33 0.56 2.34
C -1.07 0.23 -2.77
O 3.42 0.22 4.83
H -2.75 -4.44 -1.29
C -2.53 0.34 -2.31
H -0.82 1.18 -3.27
N 1.09 -0.40 0.59
C 2.04 3.72 -1.78
C 2.68 -0.71 4.57
C -0.82 -3.43 1.28
Pt 0.15 -0.14 -1.11
H -1.01 -0.54 -3.55
C -0.26 -2.30 0.68
H -2.21 -5.05 1.08
H 2.07 4.48 -2.54
H -4.11 2.22 -0.04
H -4.60 1.69 -1.62
C 0.68 -1.44 1.35
H 3.34 4.75 -0.40
N -3.89 1.74 -0.90
C 2.75 3.87 -0.58
H 0.88 -2.35 3.30
H -0.52 -3.69 2.29
C 2.69 2.86 0.35
O -1.88 1.17 -0.13
O 2.32 -1.73 5.12
C -2.05 -3.85 -0.71
H -2.95 -0.65 -2.12
C 1.16 -1.54 2.65
H 0.76 2.43 -2.89
H -3.15 0.81 -3.09
C -2.71 1.12 -1.02
C 1.31 2.57 -1.97
N -0.62 -1.94 -0.61
C -1.46 -2.74 -1.27
N 1.22 1.58 -1.08
C 1.92 1.72 0.10
C 2.02 -0.55 3.11
C 1.81 0.63 1.05
C -1.74 -4.20 0.61
H 2.94 1.34 2.76
H -1.66 -2.48 -2.30
H 3.24 2.93 1.28
```

Calculated values
* total charge: 0
* LUMO: -1.21 eV
* HOMO level: -0.285 hartree
* ΔE to the lowest compared entry with this formula, charge and spin: 9.0 kcal per mole
* HOMO-LUMO gap: 0.2406 Eh
* molar mass: 543.44 g/mol
* 2S+1: 1

These are the natural (NBO) partial charges, in e, on atoms 1 to 5:
1. C -0.17
2. C -0.73
3. O -0.72
4. H 0.23
5. C -0.52

***

Record 6
# C26H50NP3ScSe

A molecular structure, C26H50NP3ScSe (wB97M-V/def2-TZVPD, the Open Molecules 2025 dataset).

```
82
C26H50NP3ScSe (wB97M-V/def2-TZVPD)
H 2.00 -1.64 1.86
H -0.29 -4.63 -1.79
H -2.62 -1.38 -2.53
H 0.42 -2.30 5.82
H -0.38 3.80 -2.01
H -0.67 4.02 5.57
H -4.59 0.67 0.16
H 4.76 -0.59 -5.54
H 2.06 -2.85 3.98
H -1.75 -3.68 1.28
H 1.77 0.18 -8.57
P -0.03 2.28 -0.19
H -3.31 1.86 -0.22
C 3.39 -0.18 -7.16
C 1.63 3.07 -0.16
H 0.47 -0.28 -2.60
H -0.28 -3.01 -2.57
Sc 0.18 -0.30 0.06
H 1.54 4.10 -0.55
C 1.04 0.00 -6.55
H -2.24 3.24 5.18
H 1.48 1.47 4.50
C 3.71 -0.42 -5.82
H -3.34 -1.96 1.48
C 0.25 -0.46 2.33
H -1.73 -3.55 -1.66
H -0.18 -3.78 2.09
H 2.06 -1.20 -1.96
C 1.74 -3.68 -0.16
P 0.08 -2.90 -0.16
H -0.40 3.72 1.75
C -0.49 -0.71 4.68
C -3.49 -1.87 0.39
C -3.54 0.93 0.33
H 1.65 -4.69 -0.58
C 2.71 -0.45 -4.83
C -0.70 -3.94 1.14
C 0.41 -1.75 4.88
H -1.74 2.62 -1.89
C -0.65 2.74 -1.85
H 3.05 -1.16 0.30
H -0.62 -5.00 0.85
H 4.17 -0.14 -7.93
C 1.36 -0.21 -5.19
C 1.30 -2.07 3.85
H 2.11 -3.75 0.88
C -0.63 -3.59 -1.70
H -0.21 2.12 -2.64
H 2.46 -3.10 -0.75
H -0.99 4.46 0.25
Se -0.18 -0.18 -4.01
H 2.86 0.67 0.40
H -1.95 3.19 1.04
H 2.15 0.64 -2.01
H -4.55 -1.66 0.20
H -3.22 -2.81 -0.10
N -0.52 2.18 4.56
C 2.06 -0.26 -1.40
H -2.77 0.40 -2.55
H -0.56 1.66 5.45
C 2.57 -0.26 -0.09
C 0.94 2.40 4.30
H -2.22 1.15 3.79
C -0.44 0.00 3.47
C -3.06 -0.52 -2.02
H 2.35 2.51 -0.78
C -1.16 1.29 3.51
H 1.29 3.19 4.97
H 2.00 3.10 0.87
H -1.11 1.81 2.55
C 1.24 -1.41 2.61
H 1.08 2.71 3.26
H -0.01 0.17 -6.84
H -3.39 1.09 1.41
C 2.04 0.01 -7.53
H -4.16 -0.61 -2.01
P -2.52 -0.46 -0.26
C -0.93 3.52 0.81
C -1.24 3.47 4.81
H -1.29 4.04 3.88
H 2.98 -0.65 -3.79
H -1.23 -0.43 5.45
```

Calculated values
* total charge: +3
* LUMO: -10.44 eV
* HOMO level: -0.556 hartree
* HOMO-LUMO gap: 0.1720 Eh
* molar mass: 593.53 g/mol
* 2S+1: 1

These are the Mulliken partial charges, in e, on atoms 1 to 5:
1. H 0.37
2. H 0.53
3. H 0.32
4. H 0.49
5. H 0.52